(1)
Molecular formula: CH2O2S2
Method: DFT, wB97M-V/def2-TZVPD

XYZ file:
```
7
Properties=species:S:1:pos:R:3:lowdin_charge:R:1
C -0.215 -0.242 0.427 -0.73
O 1.687 0.714 -1.015 -0.47
O -2.724 -0.557 0.062 -0.54
S 1.091 0.939 0.515 0.78
S -1.599 0.290 -0.315 0.91
H 2.015 -0.171 -0.895 0.01
H -0.255 -0.973 1.221 0.03
```

Output
- gap between HOMO and LUMO (alpha / beta) (eV) = 7.81 / 7.81
- relative energy (zero: lowest compared OMol25 entry of this formula, charge and spin) (kJ/mol) = 167.7
- lowest unoccupied orbital energy (alpha / beta) (eV) = -1.28 / -1.28

***

(2)
Molecular formula: C23H26N5PdS2
Method: DFT, wB97M-V/def2-TZVPD

XYZ file:
```
57
Properties=species:S:1:pos:R:3:mulliken_spin:R:1
Pd 17.488 -6.927 8.289 1.11
C 12.782 -4.130 10.186 0.00
C 13.652 -2.881 9.808 0.00
C 12.780 -1.632 9.648 0.00
C 14.518 -2.615 11.069 0.00
C 14.434 -3.161 8.514 0.01
C 14.389 -2.240 7.444 0.00
C 15.173 -2.447 6.292 0.00
C 16.012 -3.538 6.209 0.01
S 16.993 -4.021 4.899 0.01
C 17.381 -5.456 5.776 -0.01
N 16.806 -5.548 6.959 0.08
C 16.062 -4.464 7.306 0.04
C 15.298 -4.281 8.456 0.06
C 18.432 -6.433 5.557 0.01
C 19.106 -6.767 4.386 0.02
C 20.096 -7.791 4.327 -0.01
C 20.490 -8.442 5.508 0.03
C 19.816 -8.123 6.679 -0.08
C 18.823 -7.181 6.686 0.41
H 12.263 -3.787 11.102 0.00
H 13.438 -4.999 10.397 0.00
H 12.080 -4.394 9.373 0.00
H 12.282 -1.469 10.616 0.00
H 11.983 -1.727 8.833 0.00
H 13.417 -0.763 9.407 0.00
H 13.827 -2.370 11.892 0.00
H 15.266 -1.790 10.923 0.00
H 15.026 -3.593 11.252 0.00
H 13.776 -1.304 7.496 0.00
H 15.067 -1.766 5.441 0.00
H 15.507 -4.930 9.304 -0.09
H 18.838 -6.261 3.450 0.00
H 20.628 -7.975 3.391 0.00
H 21.258 -9.214 5.544 0.00
H 19.980 -8.741 7.548 0.02
N 18.863 -5.475 8.902 0.13
N 18.957 -5.198 10.306 0.02
C 18.522 -6.110 11.185 0.01
N 19.006 -5.928 12.428 0.02
S 17.484 -7.310 10.653 0.08
H 19.745 -5.881 8.501 0.00
H 18.826 -4.541 8.474 -0.02
H 19.698 -4.526 10.592 0.00
H 19.700 -5.225 12.622 0.00
H 18.694 -6.510 13.198 0.00
C 14.288 -10.256 7.402 -0.01
C 15.666 -10.476 7.106 0.01
C 16.575 -9.476 7.462 0.01
N 16.137 -8.236 7.825 0.12
C 14.840 -7.966 8.003 -0.01
C 13.868 -8.952 7.839 0.01
H 13.562 -11.052 7.220 0.00
H 15.966 -11.400 6.674 0.00
H 17.655 -9.699 7.557 0.00
H 14.591 -6.944 8.231 0.00
H 12.814 -8.776 8.003 0.00
```

Output
- <S²> = 2.008
- gap between HOMO and LUMO (alpha / beta) (eV) = 6.02 / 8.09
- relative energy (zero: lowest compared OMol25 entry of this formula, charge and spin) (kJ/mol) = 34.7
- charge = +1
- lowest unoccupied orbital energy (alpha / beta) (eV) = -2.81 / -2.78
- multiplicity = 3

***

(3)
Molecular formula: H12O6
Method: DFT, wB97M-V/def2-TZVPD

XYZ file:
```
18
Properties=species:S:1:pos:R:3:lowdin_charge:R:1
O -0.641 -0.520 -1.583 -0.06
H -0.742 -1.218 -2.240 0.04
H 0.297 -0.301 -1.616 0.03
O -3.477 1.547 0.318 -0.08
H -4.426 1.678 0.421 0.04
H -3.157 1.435 1.221 0.04
O 1.405 -0.314 1.914 -0.05
H 1.180 -0.614 2.803 0.04
H 0.561 -0.042 1.538 0.03
O -4.390 -0.437 -0.275 -0.08
H -4.172 -1.204 -0.816 0.04
H -3.883 -0.568 0.534 0.04
O 4.553 2.207 -0.549 -0.06
H 3.746 2.330 -1.060 0.03
H 5.042 3.027 -0.680 0.03
O 2.968 -2.525 -0.198 -0.07
H 2.361 -2.897 0.452 0.03
H 2.776 -1.581 -0.184 0.01
```

Output
- gap between HOMO and LUMO (eV) = 10.39
- relative energy (zero: lowest compared OMol25 entry of this formula, charge and spin) (kJ/mol) = 230.6
- SMILES string = O.O.O.O.O.O
- lowest unoccupied orbital energy (eV) = 0.16

***

no.,calculated total energy (eV)
1,-26832.31493
2,-56866.09168
3,-12478.72341